No. 1
The following is a DFT calculation (ωB97M-V with the def2-TZVPD basis set) of one molecule with the formula C6H10O in a non-equilibrium geometry.

The geometry in XYZ format:
```
17
Properties=species:S:1:pos:R:3
C -1.5351 -0.3627 -0.2475
C -0.6483 -1.1222 0.7451
O 0.5409 -1.5938 0.1562
C 1.3008 -0.5611 -0.4515
C 1.7229 0.5299 0.4823
C 0.8375 1.5066 0.5768
C -0.8197 0.8561 -0.8380
H -2.4333 -0.0214 0.2766
H -1.8676 -1.0832 -1.0154
H -0.4304 -0.4326 1.5714
H -1.1471 -2.0111 1.1397
H 2.1052 -1.0366 -1.0108
H 0.6557 0.0247 -1.0725
H 2.6836 0.4657 0.9893
H 0.9907 2.3253 1.3307
H -0.6993 0.6973 -1.9416
H -1.2564 1.8190 -0.6908
```

Computed properties:
energy above the lowest of the compared OMol25 structures with the same formula, charge and spin	454.36	kJ/mol
E_HOMO	-0.32958	Ha
total energy	-8426.5312	eV
Kohn-Sham gap	9.55	eV
net charge	0

No. 2
The following is a DFT calculation (ωB97M-V with the def2-TZVPD basis set) of one molecule with the formula C23H19FN6O in a non-equilibrium geometry.

The geometry in XYZ format:
```
50
Properties=species:S:1:pos:R:3
C -3.6769 0.4394 -5.8771
C -3.1397 0.7341 -4.5020
N -3.2591 -0.1805 -3.5564
C -2.5120 0.3640 -2.5146
C -2.4095 -0.4865 -1.2603
N -2.0329 0.1884 0.0014
C -0.5982 0.5486 0.1443
C -0.2800 1.3795 1.3760
N 0.8031 1.2528 2.1191
C 0.7996 2.3010 3.0200
C 1.8207 2.4911 4.0921
C 1.7008 3.5422 4.9937
C 2.6879 3.7440 5.9370
C 3.8269 2.9343 5.9869
F 4.8459 3.2758 6.7955
C 3.9286 1.8594 5.1368
C 2.9389 1.6270 4.1719
C -0.3562 3.0014 2.8931
N -1.0429 2.4587 1.8485
C 0.2351 -0.7385 0.1333
C -0.1778 -1.6306 -0.9712
C -1.4030 -1.5636 -1.5874
N -1.4731 -2.5835 -2.5489
C -0.3220 -3.3859 -2.4263
C 0.1057 -4.5557 -3.0958
C 1.4076 -5.0762 -2.8813
C 2.2191 -4.4602 -1.9121
C 1.7751 -3.3260 -1.1898
C 0.4977 -2.7844 -1.4753
N -1.9485 1.5158 -2.7575
O -2.3804 1.8062 -4.0777
H -4.1279 -0.5644 -5.9278
H -4.4238 1.1943 -6.0684
H -2.8814 0.5702 -6.6614
H -3.3616 -0.9484 -1.0674
H -2.3107 -0.4081 0.8104
H -0.2480 1.1867 -0.6980
H 0.8884 4.2401 4.9764
H 2.5953 4.6004 6.5956
H 4.8001 1.2249 5.1918
H 3.0177 0.8040 3.5099
H -0.6021 3.8388 3.5287
H -1.9409 2.7327 1.4597
H 1.2787 -0.4370 0.0454
H 0.0270 -1.3137 1.0967
H -2.1638 -2.7452 -3.2544
H -0.4828 -4.9752 -3.9263
H 1.7212 -5.9523 -3.4398
H 3.1904 -4.8861 -1.7276
H 2.4436 -2.8538 -0.4591
```

Computed properties:
energy above the lowest of the compared OMol25 structures with the same formula, charge and spin	0.00	kJ/mol
E_HOMO	-0.28617	Ha
total energy	-37864.3419	eV
Kohn-Sham gap	8.38	eV
net charge	0

No. 3
The following is a DFT calculation (ωB97M-V with the def2-TZVPD basis set) of one molecule with the formula C4H8N2S in a non-equilibrium geometry.

The geometry in XYZ format:
```
15
Properties=species:S:1:pos:R:3
N -0.6262 0.5552 2.1187
C 0.0365 -0.2696 1.1135
C 0.9171 0.5171 0.1449
N 0.1303 -0.0154 -0.9842
C 0.3898 0.0303 -2.2681
S 1.7270 0.7133 -2.9310
C -0.7438 -0.7503 -0.0729
H -1.1620 -0.0760 2.7298
H -1.2739 1.1839 1.6344
H 0.5675 -1.0385 1.5921
H 2.0216 0.2871 0.0804
H 0.8082 1.6198 0.2290
H -0.3064 -0.5070 -2.9226
H -1.7865 -0.4117 -0.1609
H -0.6992 -1.8382 -0.3032
```

Computed properties:
energy above the lowest of the compared OMol25 structures with the same formula, charge and spin	166.94	kJ/mol
E_HOMO	-0.30005	Ha
total energy	-18092.0122	eV
Kohn-Sham gap	8.83	eV
net charge	0

No. 4
The following is a DFT calculation (ωB97M-V with the def2-TZVPD basis set) of C6H8N2O as an isolated structure in a non-equilibrium geometry.

The geometry in XYZ format:
```
17
Properties=species:S:1:pos:R:3
C 0.0034 2.0065 2.1903
C -0.3623 1.0142 1.1582
C -0.4782 -0.6884 -0.3489
C -0.1483 -1.4890 -1.5684
C -0.7954 -2.5766 -1.9509
C 0.3149 0.3962 0.1026
H 0.8275 2.6307 1.6279
H -0.9401 2.9009 2.5267
H 0.4542 1.3201 3.2437
H 0.6160 -0.9808 -2.1118
H -0.6225 -2.9724 -3.0417
H -1.5707 -3.2327 -1.5042
H 2.1095 -0.0964 -0.7692
H 2.1830 1.6220 -0.6067
N -1.5845 -0.7363 0.4336
N 1.4778 0.6795 -0.7579
O -1.4844 0.2026 1.3770
```

Computed properties:
energy above the lowest of the compared OMol25 structures with the same formula, charge and spin	473.71	kJ/mol
E_HOMO	-0.31824	Ha
total energy	-11374.4371	eV
Kohn-Sham gap	9.23	eV
net charge	0